1.
A 10-piece molecular cluster, C48H102N10 overall in a non-equilibrium geometry, computed with wB97M-V/def2-TZVPD.

Properties
**Frontier orbital gap**: 8.71 eV
**Maximum force**: 0.076 Eh/bohr
**HOMO level**: -0.30030 hartree
**Multiplicity**: 1
**SMILES**: CCN(CC)CC.CCN(CC)CC.CCN(CC)CC.CCN(CC)CC.CCCC#N.CCCC#N.CCCC#N.CCCC#N.CCCC#N.CCCC#N
**Net charge**: 0
**E**: -66327.2027 eV

Last column: Mulliken charge in e.
Geometry (Å):
N 5.524 -0.193 -2.450  0.32
N -3.975 3.885 0.013  0.95
N -0.959 -1.811 4.836  0.58
N -2.893 0.426 -3.719  -0.50
N 1.537 3.796 3.333  -0.47
N -1.752 -4.401 -0.485  -0.07
N -0.954 -7.417 -3.792  -0.60
N -3.345 7.112 3.995  -0.52
N 1.230 -2.448 -4.875  -0.41
N 0.517 0.718 -0.325  2.22
C -2.609 -0.034 4.520  -1.44
C -3.161 4.079 -2.355  -1.46
C -0.051 -2.351 5.888  -0.56
C -3.856 -2.574 -2.150  0.56
C -4.116 2.907 1.095  -1.56
C -0.328 6.552 0.255  -0.54
C 4.916 1.055 -1.975  0.01
C -0.868 7.237 1.519  -0.64
C 0.935 0.131 -4.640  1.30
C -1.615 6.102 2.287  1.07
C -4.247 -1.788 -3.385  -0.74
C 4.072 1.605 4.462  0.14
C -4.103 -1.836 -0.900  -0.59
C 1.280 2.718 -1.687  -1.18
C -2.198 -5.425 -0.385  0.06
C -2.608 6.601 3.281  -0.08
C -1.165 -0.356 4.907  0.12
C 0.397 -5.138 -3.655  0.36
C 0.521 0.380 1.054  0.28
C 3.585 -1.670 -1.934  -0.24
C -5.308 5.844 0.665  -1.18
C -5.013 -6.527 0.025  -1.01
C 1.482 -5.079 -2.579  0.43
C 1.908 0.406 1.617  -0.77
C -0.056 -1.457 -1.316  -0.84
C -1.114 -3.776 3.523  -1.46
C 0.447 2.212 -0.531  0.18
C -5.267 4.613 -0.157  -0.74
C 7.564 0.993 -3.304  -1.26
C 2.374 -6.377 -2.542  -1.30
C -2.494 -6.851 -0.218  -0.48
C 5.028 -1.455 -1.799  -1.07
C 3.017 0.629 -6.091  -1.60
C 2.209 3.286 4.113  0.27
C -0.915 -2.422 7.190  -1.16
C 4.975 2.362 3.552  -1.22
C 2.985 2.532 5.060  -0.55
C 5.248 1.506 -0.588  -1.21
C -3.701 3.165 -1.274  0.35
C -2.794 2.168 1.389  0.92
C -0.689 -2.357 3.566  0.18
C -3.730 -7.102 0.624  -0.45
C 1.049 -1.320 -4.840  -0.19
C 2.306 0.828 -4.692  0.19
C -0.365 -6.417 -3.681  -0.05
C -3.400 -0.576 -3.503  0.33
C 6.953 -0.152 -2.455  -0.68
C -0.514 0.001 -1.045  0.30
H -1.069 -4.281 2.537  0.32
H 2.489 -0.434 1.227  0.14
H 2.076 -4.183 -2.894  -0.30
H -5.911 -6.782 0.537  0.39
H -2.822 -2.821 -2.216  -0.46
H 3.389 -2.630 -1.435  0.24
H 7.237 -1.116 -2.779  0.53
H 1.173 3.808 -1.641  0.57
H 7.542 1.890 -2.665  0.25
H 5.447 3.217 3.971  0.43
H -5.032 -5.407 0.073  0.16
H -1.017 -0.081 5.967  0.45
H -0.902 5.432 2.757  0.07
H 3.375 3.263 5.777  0.40
H 8.597 0.777 -3.438  0.43
H 1.885 0.200 2.705  0.18
H -0.571 2.495 -0.701  -0.59
H 2.187 1.903 -4.471  0.55
H 3.990 1.025 -6.121  0.43
H -2.813 -0.227 3.437  0.11
H -3.372 -0.547 5.105  0.32
H -2.783 3.665 -3.242  0.47
H -4.865 2.153 0.950  0.42
H -2.203 5.589 1.516  -0.61
H 0.940 -1.445 -1.671  -0.32
H 2.399 1.420 1.524  0.00
H -0.383 -4.411 -3.386  -0.31
H 3.024 -0.473 -6.217  0.35
H -3.556 -6.753 1.661  0.28
H -3.816 4.889 -2.739  0.38
H -2.205 -3.871 3.767  0.33
H -0.676 0.541 -1.972  0.47
H -6.150 6.535 0.337  0.38
H 4.541 1.133 5.327  0.36
H 0.812 -1.671 5.992  0.27
H 2.824 -6.500 -3.546  0.34
H 0.422 0.487 -5.553  0.50
H 5.664 1.669 3.028  0.32
H -5.153 -6.800 -1.057  0.27
H -0.572 -2.010 -2.105  0.28
H -4.378 -3.506 -2.219  0.30
H -1.896 2.857 1.496  -0.22
H -1.140 6.106 -0.291  -0.07
H -4.324 6.350 0.516  0.15
H -1.342 -1.931 2.790  -0.19
H 3.140 -6.333 -1.690  0.35
H 0.379 0.284 -3.676  -1.12
H 3.558 0.788 3.863  -0.04
H 1.797 -7.291 -2.337  0.35
H 2.254 1.952 5.584  0.27
H 0.327 5.705 0.545  0.09
H -1.639 7.984 1.292  0.36
H -5.473 5.774 1.736  0.35
H 6.268 1.836 -0.622  0.45
H 0.054 -0.617 1.211  -0.64
H 3.047 0.383 -3.988  -0.33
H 7.265 -0.084 -1.381  0.44
H -2.624 -7.238 -1.230  0.31
H 0.771 -4.863 -4.634  0.56
H -2.826 0.985 4.646  0.57
H -5.298 -1.422 -3.373  0.31
H 0.173 7.211 -0.451  0.44
H -3.911 -8.184 0.685  0.32
H -4.637 2.804 -1.641  0.37
H -1.811 -3.074 7.130  0.27
H -3.005 2.334 -1.115  -0.44
H 5.023 0.666 0.117  0.09
H 3.822 0.955 -2.106  -0.57
H 5.271 -1.430 -0.714  0.33
H -1.207 -1.431 7.400  0.33
H -0.235 -2.782 7.977  0.42
H 2.437 0.928 -6.930  0.44
H 2.341 2.529 -1.539  -0.02
H 5.599 -2.186 -2.294  0.51
H -2.317 4.609 -1.951  0.10
H 1.054 -4.849 -1.634  0.27
H 5.317 1.822 -2.681  0.48
H -2.632 1.266 0.763  -0.42
H -1.505 0.029 -0.509  -1.33
H 4.377 2.812 2.730  0.20
H -1.651 -7.373 0.209  0.30
H -4.131 -2.345 -4.288  0.42
H -0.095 7.573 2.164  0.39
H -6.144 3.942 -0.072  0.40
H -3.541 -0.910 -0.842  -0.23
H 0.999 2.355 -2.682  -0.07
H -4.384 3.430 2.021  0.49
H 4.617 2.347 -0.399  0.46
H 0.718 2.649 0.446  0.48
H 3.168 -1.804 -2.933  0.26
H -0.127 1.069 1.601  -0.19
H -3.644 -2.437 -0.085  0.18
H 2.961 -0.941 -1.377  -0.19
H 0.315 -3.335 5.556  0.37
H -0.507 0.225 4.194  -0.33
H -0.035 -1.975 -0.388  0.47
H 0.335 -2.236 3.180  0.03
H -5.149 -1.632 -0.715  0.49
H -5.269 4.938 -1.219  0.37
H -0.645 -4.420 4.198  0.43
H -2.927 1.726 2.377  0.06
H 7.021 1.221 -4.203  0.27



2.
A 10-piece molecular cluster, C48H105INO10 overall in a non-equilibrium geometry, computed with wB97M-V/def2-TZVPD.

Properties
**Frontier orbital gap**: 4.17 eV
**Maximum force**: 0.166 Eh/bohr
**HOMO level**: -0.08449 hartree
**Multiplicity**: 1
**Net charge**: -1
**E**: -81523.5192 eV

Last column: Mulliken charge in e.
Geometry (Å):
I 0.519 -6.110 -0.307  -0.38
O -1.714 -1.420 -4.087  -0.39
O 0.471 3.544 2.668  -0.36
O -2.952 -3.049 1.195  -0.48
O -12.129 -1.744 2.075  -0.48
O 2.218 -0.741 7.544  -0.47
O 7.391 6.307 1.671  -0.55
O -3.103 -3.281 -7.471  -0.46
O -9.413 -1.684 -2.949  -0.47
O 4.935 6.263 -2.024  -0.42
O 3.949 1.418 4.763  -0.33
N -3.744 -2.268 -1.098  -0.06
C 1.134 -4.621 2.400  -0.56
C 6.096 6.031 2.185  0.39
C -6.221 -1.206 -0.965  -0.43
C 2.682 3.736 -3.540  -0.51
C 7.256 6.875 -2.160  -1.24
C 1.983 5.225 -1.315  -0.80
C -7.311 -0.137 -0.351  -0.16
C -1.190 -3.029 -0.737  -0.26
C -4.633 -1.210 -0.484  0.67
C -4.226 -4.130 -7.658  -0.23
C 5.788 -2.830 1.392  -0.78
C 0.006 -3.168 0.374  0.16
C 2.907 4.161 1.064  -0.37
C 2.484 5.522 0.252  -0.30
C -12.690 -2.893 2.692  -0.27
C 2.442 2.133 6.495  -0.63
C 5.406 -3.521 -0.032  -0.12
C 0.000 -4.573 1.226  -0.72
C 4.160 -4.562 -0.048  -0.33
C 2.677 -0.905 -0.953  1.39
C 2.801 3.933 -1.907  0.44
C 0.304 -2.182 7.742  -1.08
C 3.663 -5.144 1.394  -0.87
C -14.068 -3.164 2.124  -0.96
C -2.697 -2.778 -0.086  -0.06
C -1.468 2.123 2.717  -1.12
C -10.708 -1.960 -2.436  -0.39
C -10.603 -2.871 -1.230  -0.73
C -6.830 0.957 0.772  -0.54
C -3.621 -0.437 -5.170  -1.08
C -3.871 -5.550 -7.267  -1.03
C -2.446 -1.383 -5.303  -0.03
C 4.990 -1.435 1.744  -0.10
C 6.201 5.120 3.390  -1.08
C 2.018 2.275 -3.969  -0.23
C -5.255 1.017 1.244  -0.26
C 2.930 1.415 -5.025  -0.81
C 2.604 -4.033 2.011  1.34
C 6.259 5.768 -1.887  0.09
C 3.390 0.119 0.110  0.40
C 3.823 1.605 6.165  -0.29
C -0.090 2.395 3.285  -0.05
C 4.246 0.447 -2.791  0.23
C -4.192 -0.067 0.606  -0.14
C 0.798 -0.761 7.572  -0.06
C 4.944 -0.339 0.527  -0.47
C 3.136 -0.726 -2.515  -0.78
C 4.308 0.783 -4.403  -0.67
H 3.320 1.254 -0.198  -0.82
H 2.234 0.622 -5.539  0.30
H 0.654 -2.815 6.921  0.24
H -3.277 0.572 -4.919  0.27
H -0.789 -2.214 7.771  0.36
H 3.807 2.281 4.338  0.16
H 1.669 1.650 -3.015  0.06
H -2.384 -3.617 -8.033  0.25
H -3.550 -5.592 -6.221  0.27
H 4.581 -5.360 2.127  0.24
H 0.575 1.547 3.098  0.22
H 5.270 1.451 -4.575  0.28
H 1.009 2.549 -4.539  0.36
H -12.723 -0.995 2.254  0.27
H 3.185 -4.161 -0.607  0.01
H -4.287 -0.757 -4.362  0.25
H 1.489 -0.840 -0.883  0.07
H 3.166 -6.218 1.234  0.32
H -4.194 -0.393 -6.101  0.37
H -6.563 -1.993 -1.775  0.11
H 3.101 -3.666 3.033  0.21
H 3.909 -1.577 2.167  -0.03
H 3.127 4.357 2.217  0.15
H 0.422 -0.323 6.642  0.11
H -1.204 -3.894 -1.541  0.23
H -1.913 1.238 3.179  0.39
H 6.396 4.936 -2.584  0.23
H 0.075 -2.216 1.065  0.32
H 5.710 -3.512 2.338  0.25
H -8.435 -0.190 -0.700  0.23
H 2.326 2.967 -1.394  0.03
H 6.377 5.388 -0.868  0.04
H -14.513 -4.050 2.586  0.32
H 2.181 6.220 -1.897  0.21
H 3.265 2.178 -5.878  0.31
H 2.163 -0.628 -3.194  0.09
H -1.772 -1.047 -6.097  0.22
H 3.402 6.279 0.287  0.09
H -2.131 2.979 2.883  0.35
H 5.211 4.901 3.801  0.25
H 3.638 -1.752 -2.855  0.27
H 5.497 5.569 1.394  -0.31
H 3.991 0.641 6.655  0.23
H 4.599 2.301 6.498  0.23
H 8.281 6.511 -2.053  0.36
H 5.615 -0.923 2.624  0.32
H 2.327 2.279 7.572  0.38
H 2.504 -1.291 6.794  0.30
H 2.958 -1.993 -0.628  -1.30
H 7.794 5.459 1.420  0.34
H 3.933 4.065 -1.614  -0.18
H -7.615 1.716 1.234  0.23
H -1.414 1.968 1.635  0.29
H 0.465 -0.137 8.406  0.32
H 7.103 7.709 -1.467  0.27
H -9.991 -2.407 -0.450  0.22
H -4.728 -6.216 -7.401  0.33
H 6.940 -2.524 1.317  0.37
H -2.783 -2.396 -5.541  0.16
H 2.620 -3.106 1.301  -0.87
H 5.213 -2.735 -0.909  -0.12
H 2.262 3.088 5.989  0.43
H 6.688 4.177 3.122  0.31
H 1.671 1.438 6.147  -0.19
H -2.319 -1.728 -3.390  0.19
H 1.286 -5.770 2.686  0.30
H 1.609 6.066 0.852  0.28
H -3.037 -5.921 -7.872  0.32
H -9.010 -2.533 -3.200  0.27
H 2.773 0.032 1.128  0.27
H -5.045 -3.755 -7.036  0.27
H -12.025 -3.740 2.505  0.27
H 4.052 1.462 -2.243  -0.27
H 0.794 -4.101 3.418  0.05
H 6.813 5.584 4.171  0.34
H 0.695 -2.617 8.668  0.28
H -4.536 -4.077 -8.706  0.28
H 4.502 -5.506 -0.695  0.37
H -11.307 -2.422 -3.226  0.32
H -12.738 -2.723 3.772  0.30
H -10.115 -3.814 -1.499  0.37
H -4.375 -3.111 -1.223  0.36
H -3.054 -0.039 0.950  0.14
H 5.297 0.040 -2.473  0.27
H 4.837 6.590 -2.935  0.26
H 7.126 7.273 -3.171  0.40
H -0.123 4.293 2.847  0.21
H -0.138 2.565 4.365  0.12
H 4.483 -0.253 -4.968  0.33
H 3.789 3.812 -3.976  0.13
H 5.629 6.981 2.462  0.29
H 2.043 3.343 1.051  0.08
H -11.592 -3.090 -0.820  0.14
H 5.444 0.669 0.927  0.19
H 0.835 4.991 -1.246  0.36
H 1.026 -3.180 -0.246  -0.15
H -14.014 -3.320 1.041  0.23
H -14.731 -2.309 2.290  0.32
H 6.371 -4.127 -0.389  0.39
H -0.956 -2.035 -1.357  -0.12
H -11.175 -1.011 -2.159  0.27
H -4.904 1.804 2.043  0.24
H 3.900 3.656 0.647  0.15
H 2.102 4.656 -4.017  0.29
H 5.584 -0.645 -0.416  0.17



3.
A 5-piece molecular cluster, C48H113N2O3P2 overall in a non-equilibrium geometry, computed with wB97M-V/def2-TZVPD.

Properties
**Frontier orbital gap**: 9.12 eV
**Maximum force**: 0.039 Eh/bohr
**HOMO level**: -0.53760 hartree
**Multiplicity**: 1
**Energy above the lowest of the compared OMol25 structures with the same formula, charge and spin**: 0.000 eV
**Net charge**: +3
**E**: -79287.5110 eV

Last column: Mulliken charge in e.
Geometry (Å):
P -2.312 1.776 -0.852  -0.13
P 2.327 1.266 3.026  0.46
O -0.127 -0.096 0.732  1.04
O 0.296 -4.269 -0.949  -0.11
O 0.923 -1.300 -3.649  -0.32
N -0.928 -3.587 1.796  1.17
N 0.595 -2.344 -6.587  0.32
C -2.836 -1.855 -2.848  1.26
C -2.564 4.440 3.232  -1.36
C -6.361 3.793 -0.320  -0.96
C 3.544 1.845 4.224  -1.13
C 2.990 -0.144 2.138  -0.42
C 5.173 1.285 6.053  -0.49
C -3.978 -2.858 -2.909  -1.88
C 1.763 -3.274 -6.742  -0.27
C -2.987 3.672 1.980  -0.22
C 0.555 -3.488 1.836  -1.46
C -0.950 1.788 5.338  -0.04
C -1.087 -4.352 -0.673  -1.43
C -1.500 -3.387 0.408  0.34
C 4.085 0.156 1.113  -0.69
C -1.049 -5.197 3.764  -1.32
C 1.457 -1.300 -2.339  -0.43
C -4.974 2.280 -1.796  -0.65
C -0.364 -2.542 -7.718  -1.11
C -1.427 -2.462 2.666  0.52
C -0.327 3.337 -2.160  -1.23
C 5.275 -0.845 -0.864  -1.45
C 1.511 -0.343 -7.859  -1.35
C -0.784 2.693 -0.818  1.09
C -3.181 -0.684 -1.913  -1.07
C 0.719 -5.436 -1.634  -1.03
C -1.969 0.679 5.121  -0.94
C 1.180 3.343 -2.327  0.01
C 0.555 -2.614 -4.020  1.29
C -3.543 2.839 -1.658  -0.80
C 1.445 -4.744 -6.696  -1.23
C -2.846 1.374 0.816  0.91
C -6.012 3.394 -1.774  -0.76
C 2.177 4.967 2.776  -1.06
C 5.523 0.347 7.227  -1.28
C 3.997 0.788 5.243  -0.57
C 1.096 -0.904 -6.525  -0.11
C -2.024 0.293 -1.829  0.72
C 2.656 5.721 1.570  -1.19
C -1.430 -4.922 2.326  -0.45
C -2.923 -2.345 2.836  -1.51
C 1.258 3.783 2.465  0.28
C 1.798 4.499 -1.554  -1.18
C 0.827 0.722 3.856  0.29
C 1.986 2.580 1.852  -0.11
C 0.506 1.351 5.233  -1.10
C -0.176 -2.683 -5.329  -1.99
C 4.518 -1.143 0.403  -0.05
C -2.332 2.297 1.913  0.89
H -1.957 -0.008 5.969  0.50
H 2.945 2.890 1.428  1.32
H 1.639 2.390 -2.050  -0.29
H -0.909 -3.471 -7.657  0.43
H 5.878 0.897 8.095  0.38
H -4.071 -0.181 -2.286  0.54
H -1.250 2.435 1.822  -0.87
H 0.685 -0.164 -8.539  0.38
H 3.643 -1.774 0.196  -0.02
H -1.290 -5.376 -0.325  0.73
H -3.527 3.735 -1.026  0.70
H 1.913 -0.962 -5.813  0.20
H 3.155 0.556 5.901  0.16
H 1.107 -5.090 -5.721  0.24
H 1.936 0.642 -7.651  0.44
H -4.368 -3.156 -1.935  0.32
H 6.285 -0.372 6.934  0.31
H -3.728 -3.744 -3.497  0.46
H 0.015 -5.068 3.931  0.32
H -5.038 1.751 -2.748  0.35
H 1.417 -3.294 -3.948  0.40
H 0.978 -4.327 1.297  0.30
H -1.481 4.605 3.177  0.13
H 6.100 -0.163 -0.655  0.41
H -1.658 -4.231 -1.598  0.63
H -3.423 -1.913 1.970  0.28
H -5.196 1.560 -1.002  0.41
H 0.720 -5.001 -7.468  0.34
H 0.485 4.086 1.751  0.28
H 4.599 -0.419 -1.606  0.23
H 3.067 5.019 0.829  0.16
H -3.374 -1.127 -0.932  0.25
H 1.385 3.492 -3.391  0.48
H 0.009 0.735 3.128  -0.76
H 1.895 6.274 1.022  0.30
H -1.971 -2.341 -2.378  -1.03
H 4.935 2.280 6.438  0.35
H 2.889 4.537 -1.535  0.52
H -1.150 -0.201 -1.397  -1.45
H -1.102 2.219 6.330  0.61
H 6.075 1.384 5.445  0.37
H -2.459 1.775 2.866  0.07
H -6.860 2.944 0.155  0.31
H -2.251 0.459 0.983  -1.31
H 0.003 2.047 -0.423  -1.71
H 1.684 5.610 3.512  0.54
H -1.098 -2.101 -5.332  0.73
H 0.917 -6.276 -0.958  0.40
H -0.753 4.341 -2.231  0.42
H -3.023 5.421 3.303  0.48
H -2.589 -1.489 -3.845  0.51
H -1.084 2.627 4.647  -0.48
H 2.229 -3.038 -7.696  0.47
H 0.998 -0.348 4.044  0.81
H -0.902 -2.546 3.614  0.76
H 5.724 -1.747 -1.282  0.44
H -1.700 0.606 -2.828  0.95
H 1.573 -0.282 -1.975  -0.22
H 0.295 -0.046 -0.135  -1.67
H -3.165 3.086 -2.651  0.71
H 4.628 -0.186 7.556  0.34
H 0.287 -0.356 -6.047  0.30
H 0.710 3.483 3.364  -0.20
H 0.822 -2.570 1.313  0.39
H 2.312 -0.918 -8.318  0.36
H 1.515 5.446 -2.022  0.44
H 2.480 -3.012 -5.965  0.44
H -1.015 -1.667 -7.725  0.41
H 0.898 -1.887 -1.600  0.13
H 3.248 2.761 4.734  0.82
H 3.014 4.590 3.378  0.11
H -5.623 4.276 -2.286  0.37
H -1.682 -4.620 4.434  0.29
H -0.516 -3.707 -5.471  0.37
H 2.344 -5.322 -6.903  0.45
H 3.481 6.386 1.821  0.49
H -6.952 3.039 -2.192  0.38
H 4.249 -0.146 4.730  0.27
H -0.038 -5.742 -2.364  0.40
H -2.572 -3.273 0.539  0.60
H -0.842 2.846 -2.999  0.67
H -2.505 -4.912 2.186  0.47
H 5.109 -1.743 1.101  0.44
H 1.070 2.288 5.278  0.43
H 2.454 -1.772 -2.321  0.52
H -0.879 3.516 -0.103  0.89
H -2.661 4.295 1.136  0.14
H -2.735 3.842 4.128  0.38
H -3.107 -1.660 3.667  0.39
H 3.339 -0.872 2.875  0.92
H 0.836 0.723 6.055  0.54
H -1.740 0.080 4.233  -0.33
H -1.080 -1.538 2.181  -1.12
H -1.143 -2.374 0.144  -0.71
H 4.988 0.532 1.602  0.46
H -3.442 -3.248 3.164  0.38
H -1.269 -6.245 3.972  0.47
H 1.394 2.116 1.058  -0.75
H -7.061 4.624 -0.283  0.43
H 1.658 -5.243 -2.154  0.26
H -4.833 -2.429 -3.443  0.47
H -4.074 3.593 1.914  0.30
H 0.890 -3.497 2.865  0.64
H -0.948 -5.661 1.690  0.49
H 0.212 -2.444 -8.636  0.43
H -0.140 -2.993 -3.251  -0.86
H -3.912 1.155 0.822  1.03
H 1.468 4.540 -0.510  -0.11
H 2.128 -0.562 1.599  -0.59
H 3.737 0.872 0.366  0.17
H -5.470 4.053 0.256  0.07
H -2.964 1.102 4.987  0.49
H 4.390 2.108 3.571  0.68